ORCA calculation (the ωB97M-V functional and the def2-TZVPD basis) on C39H50BF9N6ORhS3Si as an isolated structure.

Results
ΔE to the lowest compared entry with this formula, charge and spin: 0.0 kJ/mol
DFT total energy: -120769.2196 eV
charge: +1
HOMO energy: -10.753 eV
multiplicity: 1
gap between HOMO and LUMO: 7.186 eV

Element x y z (Å)
1 Rh 0.17204 0.13214 0.01328
2 C 0.77200 -3.26837 -4.01321
3 C 0.31720 -3.57261 -2.62229
4 C -0.07314 -4.82074 -2.22803
5 C -0.45384 -5.06554 -0.88981
6 N -0.55400 -4.08249 -0.02629
7 N -0.20011 -2.85004 -0.41766
8 B -0.60745 -1.64983 0.56137
9 N -0.08977 -1.86744 2.02195
10 N 0.51280 -3.01263 2.37881
11 C 0.88262 -3.14752 3.62191
12 C 0.58546 -2.14254 4.58803
13 C 0.00079 -0.96863 4.21966
14 C -0.28019 0.15224 5.16509
15 C -0.27699 -0.81130 2.82644
16 S -0.75589 0.66806 2.11760
17 C 1.58281 -4.44656 3.99070
18 C 2.53661 -4.23681 5.16952
19 C 2.38848 -4.96659 2.79852
20 C 0.49920 -5.46058 4.38300
21 N -2.18123 -1.64835 0.58698
22 N -2.79615 -2.58567 1.32363
23 C -4.10101 -2.55438 1.39390
24 C -4.84820 -1.58061 0.67801
25 C -4.22467 -0.66076 -0.10397
26 C -4.94412 0.39513 -0.87655
27 C -2.80425 -0.70473 -0.11245
28 S -1.84107 0.44566 -0.93030
29 C -4.75274 -3.62679 2.25913
30 C -4.70401 -4.95037 1.48706
31 C -6.21046 -3.28942 2.57361
32 C -3.97144 -3.75864 3.57090
33 C 0.28127 -2.57485 -1.62214
34 S 0.91202 -0.96698 -1.95292
35 C -0.79215 -6.46727 -0.41907
36 C -1.02400 -6.50326 1.08844
37 C -2.05207 -6.93227 -1.16161
38 C 0.38510 -7.39620 -0.75086
39 H 0.64300 -4.14038 -4.64909
40 H 1.82903 -2.98849 -4.01523
41 H 0.20895 -2.43546 -4.43355
42 H -0.06994 -5.63107 -2.94379
43 H 0.85897 -2.29592 5.62220
44 H -0.07786 -0.14745 6.19060
45 H -1.31919 0.47322 5.08544
46 H 0.33785 1.01504 4.91303
47 H 3.24864 -3.43397 4.97237
48 H 3.10425 -5.15215 5.33780
49 H 2.00947 -4.01444 6.09711
50 H 3.20248 -4.28127 2.55404
51 H 1.76657 -5.07985 1.91340
52 H 2.82444 -5.93391 3.04955
53 H -0.01960 -5.14513 5.28988
54 H 0.94905 -6.43514 4.57498
55 H -0.24049 -5.56916 3.58920
56 H -5.92476 -1.56380 0.75862
57 H -6.02112 0.28376 -0.77862
58 H -4.67752 0.34740 -1.93336
59 H -4.65494 1.38531 -0.52052
60 H -5.31744 -4.90084 0.58508
61 H -5.08302 -5.76091 2.10987
62 H -3.68134 -5.18481 1.19431
63 H -6.82917 -3.25297 1.67675
64 H -6.30358 -2.33945 3.10288
65 H -6.62381 -4.06648 3.21604
66 H -2.93208 -4.02286 3.38262
67 H -4.42272 -4.53521 4.18889
68 H -3.99160 -2.82309 4.13217
69 H -1.78054 -5.78953 1.40820
70 H -0.10676 -6.26784 1.62486
71 H -1.33898 -7.50598 1.37654
72 H -2.89151 -6.26516 -0.96585
73 H -2.32619 -7.93112 -0.82229
74 H -1.89785 -6.98102 -2.24023
75 H 1.28128 -7.09402 -0.20697
76 H 0.61905 -7.41470 -1.81559
77 H 0.13706 -8.41409 -0.45177
78 C 3.13277 -1.45942 0.66805
79 Si 3.05902 -1.22117 -1.16944
80 C 3.79390 0.15421 -2.15887
81 C 3.58393 -2.87550 -1.87639
82 C 3.22534 -4.07471 -1.24345
83 C 3.60520 -5.30528 -1.75610
84 C 4.37040 -5.36657 -2.91159
85 C 4.75498 -4.19663 -3.54594
86 C 4.36712 -2.96733 -3.03307
87 H 4.18890 -1.66803 0.86931
88 H 2.57411 -2.34809 0.96075
89 H 2.83495 -0.59534 1.26092
90 H 4.84742 0.32241 -1.93552
91 H 3.26525 1.08429 -1.98494
92 H 3.69188 -0.12117 -3.21055
93 H 2.63841 -4.05796 -0.33214
94 H 3.31812 -6.21648 -1.24637
95 H 4.67813 -6.32428 -3.30881
96 H 5.36537 -4.23892 -4.43781
97 H 4.68675 -2.07103 -3.54780
98 F 0.33481 3.44303 1.71587
99 C 1.62255 3.14432 1.96594
100 F 1.64819 2.24488 2.95589
101 F 2.20776 4.25318 2.42984
102 C 2.30949 2.57070 0.68049
103 O 1.95438 1.29881 0.41067
104 C 1.92759 3.50318 -0.52034
105 F 0.72996 3.14872 -1.01379
106 F 2.81428 3.37460 -1.52307
107 F 1.86595 4.79605 -0.19844
108 C 3.85027 2.65273 0.92408
109 F 4.15830 2.16023 2.13303
110 F 4.52055 1.91764 0.03053
111 F 4.32011 3.90088 0.85298

Forces on atoms 1 to 3 (eV/Å):
-0.486 0.637 0.048
0.075 0.007 0.017
0.023 0.002 0.069